No. 1
This record from the OMol25 dataset describes an isolated molecule of C7H8O at a distorted geometry. The level of theory is the ωB97M-V functional and the def2-TZVPD basis.

Results
Total charge   0
Energy   -346.5984 a.u.
SMILES string   C=C[C@H]1C=C[C@@H]2O[C@H]12

CARTESIAN COORDINATES (ANGSTROEM)
C 2.82413 0.22824 1.13142
C 1.75314 0.75792 0.40344
C 0.60706 -0.10928 0.15859
C -0.58275 -0.41285 1.09060
C -1.71246 0.02057 0.63277
C -1.73247 0.31034 -0.85538
C -0.25331 0.09324 -1.17706
H 3.22937 -0.73536 1.37639
H 3.65816 0.97260 1.40964
H 1.81777 1.89418 0.15929
H 1.10225 -1.14446 0.02131
H -0.51074 -0.89549 2.11826
H -2.50375 0.17358 1.28463
H -2.32149 1.20072 -1.11928
H 0.12697 0.55534 -2.18397
O -1.25232 -0.91877 -1.42157

Atom charges from the Mulliken analysis, given in e for atoms 1 to 8:
1 C -0.785
2 C -0.263
3 C 0.506
4 C -0.437
5 C -0.534
6 C -0.128
7 C -0.360
8 H 0.304

---

No. 2
This record from the OMol25 dataset describes an isolated molecule of C7H8O2 at a distorted geometry. The level of theory is the ωB97M-V functional and the def2-TZVPD basis.

Results
Total charge   0
Energy   -421.9266 a.u.
SMILES string   COc1ccccc1O

CARTESIAN COORDINATES (ANGSTROEM)
C -2.43608 -0.16230 1.37602
C -0.27024 0.34069 0.44250
C 0.94027 0.28993 1.20583
C 2.20307 -0.02861 0.57655
C 2.26570 -0.40373 -0.75608
C 1.15111 -0.30474 -1.60642
C -0.12245 -0.05253 -0.89954
H -2.54767 -0.50300 0.26275
H -1.90100 -1.10367 1.84255
H -3.28362 0.40001 1.75709
H 0.82591 0.52162 2.28610
H 3.14321 -0.02170 1.11319
H 3.17577 -0.52122 -1.29067
H 0.92739 -0.53743 -2.61775
H -1.28512 -0.44044 -2.56787
O -1.35269 0.85970 1.17347
O -1.32771 -0.34300 -1.52578

Atom charges from the Mulliken analysis, given in e for atoms 1 to 8:
1 C -0.653
2 C 0.044
3 C -0.159
4 C -0.534
5 C -0.547
6 C -0.586
7 C 0.956
8 H 0.251

---

No. 3
This record from the OMol25 dataset describes an isolated molecule of C7H8O2 at a distorted geometry. The level of theory is the ωB97M-V functional and the def2-TZVPD basis.

Results
Total charge   0
Energy   -421.8534 a.u.
SMILES string   C#CC(=O)[C@@]1(O)C[C@H]1C

CARTESIAN COORDINATES (ANGSTROEM)
C 1.30912 1.53194 -0.41921
C 0.11205 1.20551 0.46047
C 0.30115 0.08273 1.53489
C -0.89236 0.11070 0.58466
C -1.13827 -0.94545 -0.59434
C -0.11188 -1.84177 -1.09121
C 0.68916 -2.69820 -1.37277
H 1.09317 1.96011 -1.30996
H 2.20140 1.99862 0.10064
H 1.61418 0.55437 -0.89028
H -0.51202 2.11821 0.81189
H 0.97895 -0.67505 1.02240
H 0.00590 0.23029 2.61529
H -2.70046 0.22357 0.42287
H 1.38079 -3.34950 -1.85097
O -2.07671 0.57751 1.01635
O -2.25416 -1.08358 -1.04071

Atom charges from the Mulliken analysis, given in e for atoms 1 to 8:
1 C -1.258
2 C -0.066
3 C -0.772
4 C 0.497
5 C 0.850
6 C -0.719
7 C 0.075
8 H 0.472

---

No. 4
This record from the OMol25 dataset describes a cluster of 2 separate species, C7H8O2 in total at a distorted geometry. The level of theory is the ωB97M-V functional and the def2-TZVPD basis.

Results
Total charge   0
Energy   -421.8076 a.u.
SMILES string   O=C1CC#CCC1.C=O

CARTESIAN COORDINATES (ANGSTROEM)
C 0.53089 -0.78554 -0.13369
C 1.89279 -0.54534 -0.44192
C -0.52831 -0.11501 -0.02611
C 1.79246 0.84281 -1.13006
C -0.84933 1.11463 -0.74080
C 0.56910 1.76139 -0.91984
C -2.36346 -2.26282 2.32884
O 2.76881 1.11236 -1.78828
O -3.02625 -1.28049 2.15933
H 2.45262 -0.57993 0.48384
H -1.18193 1.05355 -1.75202
H -1.58498 1.69887 -0.10722
H 0.77792 2.31015 -0.07481
H 0.52121 2.36992 -1.97391
H 2.35876 -1.44458 -0.98641
H -1.25398 -2.05630 2.41647
H -2.87631 -3.19366 2.68660

Atom charges from the Mulliken analysis, given in e for atoms 1 to 8:
1 C -0.186
2 C -0.195
3 C -0.110
4 C 0.348
5 C -0.440
6 C -0.601
7 C -0.094
8 O -0.525

---

No. 5
This record from the OMol25 dataset describes an isolated molecule of C7H8O3S at a distorted geometry. The level of theory is the ωB97M-V functional and the def2-TZVPD basis.

Results
Total charge   0
Energy   -895.4403 a.u.
SMILES string   Cc1ccc(S(=O)(=O)O)cc1

CARTESIAN COORDINATES (ANGSTROEM)
C 1.86695 1.51860 2.01989
C 0.99495 0.82381 1.04624
C 1.42548 -0.39921 0.47771
C 0.62174 -1.08657 -0.43417
C -0.57416 -0.47275 -0.81381
C -0.96471 0.77078 -0.34343
C -0.18744 1.41536 0.59680
H 2.75695 1.92332 1.47016
H 1.40285 2.36785 2.53377
H 2.27649 0.79738 2.73801
H 2.37260 -0.80358 0.77774
H 0.96240 -2.01700 -0.92342
H -1.90725 1.22433 -0.69444
H -0.49661 2.36561 1.03505
H -3.37120 -2.00141 -1.20043
O -2.46782 -2.29884 -0.99941
O -0.66381 -2.24675 -2.68102
O -2.49030 -0.50299 -2.63749
S -1.55711 -1.37796 -1.96775

Atom charges from the Mulliken analysis, given in e for atoms 1 to 8:
1 C -1.351
2 C 0.895
3 C -0.626
4 C -0.613
5 C 0.375
6 C -0.411
7 C -0.613
8 H 0.291

---

No. 6
This record from the OMol25 dataset describes an isolated molecule of C7H8O3S at a distorted geometry. The level of theory is the ωB97M-V functional and the def2-TZVPD basis.

Results
Total charge   0
Energy   -895.3706 a.u.
SMILES string   CCOc1ccsc1C(=O)O

CARTESIAN COORDINATES (ANGSTROEM)
C 2.07566 -0.29248 0.96222
C 1.75852 0.67838 -0.16114
C -0.23001 -0.47101 -0.75475
C -0.34558 -1.88904 -0.58827
C -1.68379 -2.20035 -0.28679
C -1.43110 0.16950 -0.50106
C -1.52007 1.65889 -0.31471
H 2.52702 -1.20051 0.54153
H 2.67679 0.28551 1.71438
H 1.15225 -0.43845 1.63881
H 2.79518 0.81070 -0.62070
H 1.41793 1.78424 0.29759
H 0.52872 -2.55376 -0.84318
H -2.06503 -3.13509 -0.15240
H -2.47609 3.11845 0.45531
O 0.94824 0.07884 -1.19198
O -2.77649 2.09495 0.05198
O -0.63425 2.42978 -0.43118
S -2.71790 -0.92855 0.18432

Atom charges from the Mulliken analysis, given in e for atoms 1 to 8:
1 C -1.027
2 C -0.189
3 C 0.409
4 C -0.481
5 C -0.438
6 C -0.073
7 C 0.668
8 H 0.272

---

No. 7
This record from the OMol25 dataset describes an isolated molecule of C7H8S at a distorted geometry. The level of theory is the ωB97M-V functional and the def2-TZVPD basis.

Results
Total charge   0
Energy   -669.5818 a.u.
SMILES string   C[C@]12CC1=CC=CS2

CARTESIAN COORDINATES (ANGSTROEM)
C 1.92058 -0.19529 0.06289
C 1.09179 -1.42290 -0.05731
C 1.59513 0.94596 -0.55231
C -0.20178 -1.16233 -0.10360
C -1.57908 -1.13211 -0.51001
C -0.89141 0.24025 -0.31541
C -1.12367 1.10143 0.89301
S 0.06881 1.22693 -1.44756
H 2.90729 -0.19385 0.48593
H 1.62065 -2.37718 0.06268
H 2.34193 1.68367 -0.67837
H -1.81024 -1.48811 -1.53744
H -2.38339 -1.49838 0.26580
H -2.24914 1.04822 1.26102
H -0.97942 2.25555 0.53141
H -0.32805 0.96814 1.63925

Atom charges from the Mulliken analysis, given in e for atoms 1 to 8:
1 C -0.462
2 C -0.277
3 C -0.388
4 C -0.108
5 C -0.383
6 C 0.470
7 C -1.186
8 S -0.218

---

No. 8
This record from the OMol25 dataset describes a structure of composition C7H9BO3 at a distorted geometry. The level of theory is the ωB97M-V functional and the def2-TZVPD basis.

Results
Total charge   0
Energy   -522.7548 a.u.

CARTESIAN COORDINATES (ANGSTROEM)
B -2.50698 0.22239 -0.11317
C 1.18100 2.24051 0.03949
C 1.82721 1.07352 -0.04059
C -0.25530 2.42946 0.07478
C 1.23140 -0.29499 -0.03113
C -1.06259 -1.53673 0.27820
C -1.04132 0.72704 -0.42437
C -0.22330 -0.25691 0.39946
O -0.90645 3.39185 0.31638
O -2.41382 -1.10255 0.27642
O -3.68062 0.85026 -0.21585
H 1.75184 3.16318 0.05605
H 2.90809 1.09196 -0.10318
H 1.32386 -0.71655 -1.03937
H 1.81771 -0.93236 0.63645
H -0.85630 -2.04619 -0.67274
H -0.92210 -2.24293 1.10124
H -0.77440 0.71152 -1.48030
H -0.26922 0.06657 1.44698
H -4.44376 0.31855 0.01684

Atom charges from the Mulliken analysis, given in e for atoms 1 to 8:
1 B 0.538
2 C -0.415
3 C -0.290
4 C 0.463
5 C -0.837
6 C -0.678
7 C -0.489
8 C 0.267

---

No. 9
This record from the OMol25 dataset describes an isolated molecule of C7H9BO3 at a distorted geometry. The level of theory is the ωB97M-V functional and the def2-TZVPD basis.

Results
Total charge   0
Energy   -522.6925 a.u.

CARTESIAN COORDINATES (ANGSTROEM)
B -0.08383 -1.45057 1.91471
C 0.17329 2.27811 -1.96614
C -0.21772 1.12590 -2.59978
C 0.58265 2.18375 -0.67808
C -0.20808 -0.08352 -1.91406
C 0.60458 1.00173 0.05867
C 0.07973 -0.13692 -0.56660
C 0.08361 -1.42247 0.09460
O 0.31280 -2.77873 2.21234
O 0.72458 -0.40701 2.44686
O -1.57535 -1.14798 1.99115
H 0.03054 3.32994 -2.43059
H -0.64943 1.30623 -3.57409
H 0.76324 3.16773 -0.12823
H -0.50890 -1.14733 -2.19652
H 0.73578 0.99216 1.08496
H -0.44727 -2.29952 -0.35963
H -0.43360 -3.50131 2.39739
H 1.63904 -0.76316 2.46298
H -1.60565 -0.24705 1.75006

Atom charges from the Mulliken analysis, given in e for atoms 1 to 8:
1 B 0.571
2 C -0.269
3 C -0.538
4 C -0.429
5 C -0.378
6 C -0.336
7 C 0.947
8 C -0.492

---

No. 10
This record from the OMol25 dataset describes a structure of composition C7H9BO5SZn at a distorted geometry. The level of theory is the ωB97M-V functional and the def2-TZVPD basis.

Results
Total charge   +2
Energy   -2849.9432 a.u.

CARTESIAN COORDINATES (ANGSTROEM)
C 0.52619 -1.98881 2.57784
C -0.62206 -1.54413 1.57053
S -1.04168 0.24845 1.97150
C 0.07216 1.18365 0.78313
C -0.50557 1.02628 -0.59866
C 0.05011 0.57883 -1.76593
B 1.57676 0.07155 -1.89941
O 2.62030 0.83094 -2.35652
O 1.82689 -1.25061 -1.55573
C -1.03089 0.66610 -2.89043
O -1.16006 0.08507 -3.86075
O -1.87904 1.69106 -2.36430
C -1.96908 1.34339 -1.03768
O -2.89666 1.22910 -0.33311
H 0.57545 -3.09181 2.54612
H 0.24027 -1.60150 3.57201
H 1.46269 -1.50478 2.22826
H -1.54208 -2.14712 1.68381
H -0.26683 -1.50408 0.52108
H 0.03984 2.30370 1.04079
H 1.12168 0.81850 0.83511
H 2.72320 1.67436 -1.88818
H 0.97697 -1.71943 -1.61684
Zn -0.89855 2.60129 2.83736

Atom charges from the Mulliken analysis, given in e for atoms 1 to 8:
1 C -0.904
2 C -0.085
3 S 0.110
4 C -0.910
5 C 0.470
6 C 0.571
7 B 0.497
8 O -0.473

---

No. 11
This record from the OMol25 dataset describes an isolated molecule of C7H9Br at a distorted geometry. The level of theory is the ωB97M-V functional and the def2-TZVPD basis.

Results
Total charge   0
Energy   -2846.0725 a.u.
SMILES string   CC1=CCC(C)=C1Br

CARTESIAN COORDINATES (ANGSTROEM)
C -1.31210 -0.79552 0.15638
C -0.10261 -1.26567 -0.11617
C 0.81154 0.07242 -0.30944
C 0.06607 1.10712 0.01791
C -1.37922 0.65484 -0.00383
C 0.52585 -2.57058 0.06907
C 0.52341 2.48173 -0.02663
Br 2.74706 0.01867 -0.35961
H -2.25772 -1.34832 0.24862
H -1.83238 1.09517 -0.89357
H -1.96394 0.89006 0.86314
H 1.30096 -2.58157 0.84910
H 0.91282 -3.06226 -0.83697
H -0.16671 -3.30381 0.35309
H 1.67431 2.46482 0.25771
H 0.04602 3.10505 0.79026
H 0.40664 3.03786 -1.05907

Atom charges from the Mulliken analysis, given in e for atoms 1 to 8:
1 C -0.792
2 C 0.911
3 C -0.297
4 C 0.549
5 C -0.405
6 C -1.506
7 C -1.134
8 Br -0.184

---

No. 12
This record from the OMol25 dataset describes the ion C7H9Br2N2 with charge +1 at a distorted geometry. The level of theory is the ωB97M-V functional and the def2-TZVPD basis.

Results
Total charge   +1
Energy   -5529.4022 a.u.
SMILES string   C[C@H](Br)[C@@H](Br)c1ccc[nH+]n1

CARTESIAN COORDINATES (ANGSTROEM)
C -2.33533 0.06200 0.04187
C -1.69139 -0.85332 -1.00081
Br -1.52306 -2.63926 -0.22855
C -0.34420 -0.33989 -1.54654
Br -0.58066 1.19121 -2.71579
C 0.64782 -0.07297 -0.40553
C 0.69862 1.23063 0.14167
C 1.57915 1.38965 1.19157
C 2.27515 0.25115 1.54908
N 2.18010 -0.91127 0.95267
N 1.35176 -1.11082 -0.05820
H -1.67423 0.21293 0.90385
H -3.24455 -0.38103 0.44471
H -2.52511 1.03796 -0.41551
H -2.37766 -0.93150 -1.84446
H 0.09156 -1.12937 -2.15916
H 0.08220 2.04959 -0.19935
H 1.70354 2.33963 1.69094
H 2.96072 0.31268 2.39080
H 2.72557 -1.70801 1.26673

Atom charges from the Mulliken analysis, given in e for atoms 1 to 8:
1 C -1.218
2 C -0.121
3 Br -0.069
4 C -0.274
5 Br -0.018
6 C 0.616
7 C -0.341
8 C -0.616

---

No. 13
This record from the OMol25 dataset describes the ion C7H9Br2N2O2 with charge +1 at a distorted geometry. The level of theory is the ωB97M-V functional and the def2-TZVPD basis.

Results
Total charge   +1
Energy   -5679.7712 a.u.

CARTESIAN COORDINATES (ANGSTROEM)
C -0.77440 1.57798 -1.25192
C -0.04022 1.04553 -0.26469
C 1.24026 1.65571 0.34814
C 1.72670 -0.62832 1.30139
C -1.88159 0.81146 -1.81763
C 0.55013 -1.15731 0.45137
C -1.66611 -0.74716 -0.38583
N 1.99874 0.77327 1.14160
N -0.59599 -0.12163 0.39231
O 1.45944 2.83719 0.14201
O 0.37304 -2.49133 0.63380
Br -1.48416 0.12203 -3.57975
Br -3.18923 -1.04239 0.62746
H -0.62350 2.55636 -1.87120
H 1.41436 -0.87710 2.39245
H 2.68815 -1.06399 1.00143
H -2.82614 1.08889 -1.74867
H 0.92701 -1.25904 -0.52293
H -1.34910 -1.60469 -1.10593
H 2.96385 1.08012 1.22159
H -0.87715 -0.00147 1.39849
H -0.03409 -2.55409 1.49651

Atom charges from the Mulliken analysis, given in e for atoms 1 to 8:
1 C -0.026
2 C 0.239
3 C -0.026
4 C -0.318
5 C -0.489
6 C -0.608
7 C -0.367
8 N -0.154